[1]
C3H4N2O2 as an isolated structure at a distorted geometry, computed with ωB97M-V/def2-TZVPD.

## Properties
- Charge: 0
- Kohn-Sham gap: 9.27 eV
- HOMO energy: -10.0 eV
- Spin multiplicity: 1

Atoms and positions in Å:
N -0.113 0.918 0.572
H 0.145 -0.258 1.198
H 0.353 -2.392 -1.351
O -0.328 0.214 -1.700
C 0.343 -2.281 -0.266
C -0.192 0.110 -0.512
O -0.147 3.019 1.459
N 0.144 -1.144 0.237
H 0.513 -3.141 0.374
H -0.471 2.664 -0.513
C -0.247 2.290 0.502



[2]
The molecule C3H4N2O2 at a distorted geometry, computed with ωB97M-V/def2-TZVPD.

## Properties
- Charge: 0
- Kohn-Sham gap: 10.31 eV
- HOMO energy: -9.8 eV
- Spin multiplicity: 1
- SMILES: NC1C(=O)NC1=O

Atoms and positions in Å:
O -0.240 -2.306 0.256
C -0.838 0.864 0.347
H 2.059 -0.185 -1.229
C 0.034 0.045 -0.746
N 1.436 0.492 -0.793
H 1.808 0.688 0.135
H -1.305 -0.139 2.071
C -0.213 -1.126 0.179
N -0.657 -0.066 1.299
O -1.619 1.772 0.194
H -0.464 -0.040 -1.712



[3]
A 2-piece molecular cluster, C3H4N2O2 overall at a distorted geometry, computed with ωB97M-V/def2-TZVPD.

## Properties
- Charge: 0
- Kohn-Sham gap: 9.52 eV
- HOMO energy: -9.1 eV
- Spin multiplicity: 1
- SMILES: NN=C=O.C#CO

Atoms and positions in Å:
O -2.395 -1.555 -1.734
H 0.018 2.189 -2.282
H -1.610 1.565 1.192
H 0.789 -0.969 0.842
C -0.264 1.788 -1.295
N -0.950 -1.673 0.047
O -0.755 1.203 1.048
C -1.554 -1.568 -0.964
H 0.795 -2.638 0.218
N 0.242 -1.947 0.677
C -0.533 1.490 -0.176



[4]
The molecule C3H4N2O2 at a distorted geometry, computed with ωB97M-V/def2-TZVPD.

## Properties
- Charge: 0
- Kohn-Sham gap: 8.95 eV
- HOMO energy: -8.7 eV
- Spin multiplicity: 1
- SMILES: [H]/N=c1/ccon1O

Atoms and positions in Å:
C -0.280 0.622 0.113
H -2.161 -1.594 0.535
N -1.149 1.532 -0.050
H 1.500 1.813 -0.423
O 0.727 -1.338 0.022
N -0.549 -0.751 0.410
H 2.674 -0.761 -0.306
C 1.645 -0.391 -0.009
C 1.162 0.859 0.028
H -2.160 1.368 0.010
O -1.409 -1.361 -0.330



[5]
The molecule C3H4N2O2, computed with ωB97M-V/def2-TZVPD.

## Properties
- Charge: 0
- Kohn-Sham gap: 9.07 eV
- HOMO energy: -8.4 eV
- Spin multiplicity: 1
- SMILES: Nc1coc(=O)[nH]1

Atoms and positions in Å:
C -0.531 0.059 0.150
N -1.782 -0.545 0.037
H -1.708 -1.178 -0.753
O 1.385 1.195 0.144
N 0.535 -0.820 -0.053
H -2.562 0.088 -0.096
H -0.390 2.276 0.434
O 2.821 -0.503 -0.369
C 1.716 -0.102 -0.110
C -0.003 1.283 0.283
H 0.519 -1.752 0.333



[6]
The molecule C3H4N2O2, computed with ωB97M-V/def2-TZVPD.

## Properties
- Charge: 0
- Kohn-Sham gap: 8.72 eV
- HOMO energy: -8.0 eV
- Spin multiplicity: 1
- SMILES: Oc1c[nH]c(O)n1

Atoms and positions in Å:
C 0.640 0.809 0.212
N -0.629 1.049 -0.159
O 1.439 1.851 0.514
C -1.220 -0.189 -0.414
O -0.308 -2.429 -0.289
H 2.057 1.565 1.200
H 0.583 -2.778 -0.159
N 0.940 -0.467 0.224
H -1.034 1.969 -0.237
H -2.245 -0.297 -0.727
C -0.224 -1.085 -0.167



[7]
The molecule C3H4N2O2 at a distorted geometry, computed with ωB97M-V/def2-TZVPD.

## Properties
- Charge: 0
- Kohn-Sham gap: 10.08 eV
- HOMO energy: -9.7 eV
- Spin multiplicity: 1
- SMILES: Cn1oncc1=O

Atoms and positions in Å:
C 1.929 -0.740 -0.076
C -0.013 0.891 -0.019
N -1.690 -0.694 0.064
N 0.546 -0.384 0.031
C -1.409 0.540 -0.121
H 2.089 -1.521 -0.829
O -0.492 -1.373 0.036
H -2.285 1.121 -0.149
H 2.222 -1.107 1.007
H 2.409 0.205 -0.204
O 0.558 1.961 0.064



[8]
The molecule C3H4N2O2 at a distorted geometry, computed with ωB97M-V/def2-TZVPD.

## Properties
- Charge: 0
- Kohn-Sham gap: 9.72 eV
- HOMO energy: -9.3 eV
- Spin multiplicity: 1
- SMILES: O/N=C1/C=NOC1

Atoms and positions in Å:
C -0.176 -1.034 0.082
H 0.251 -1.723 -0.696
C 0.319 0.359 -0.072
N -2.014 0.403 0.018
O -1.661 -0.916 -0.075
H -1.058 2.267 0.127
O 2.363 -0.337 -0.017
C -0.944 1.166 0.005
N 1.522 0.721 0.006
H 3.221 0.047 -0.052
H 0.218 -1.382 1.103



[9]
The molecule C3H4N2O2 at a distorted geometry, computed with ωB97M-V/def2-TZVPD.

## Properties
- Charge: 0
- Kohn-Sham gap (spin up / spin down): 9.53 / 9.28 eV
- HOMO energy (spin up / spin down): -8.7 / -10.5 eV
- Spin multiplicity: 3

Atoms and positions in Å:
C -0.607 0.196 0.431
H -0.685 -0.018 1.458
H 0.389 -1.776 0.465
O -2.731 -0.507 0.011
H -0.144 -1.263 -1.234
O 1.571 -0.183 -0.402
N -1.759 0.194 -0.287
C 0.341 -0.913 -0.228
H 2.137 1.759 -0.358
N 0.197 1.441 0.311
C 1.292 1.070 -0.167



[10]
The molecule C3H4N2O2S at a distorted geometry, computed with ωB97M-V/def2-TZVPD.

## Properties
- Charge: 0
- Kohn-Sham gap (spin up / spin down): 7.05 / 6.50 eV
- HOMO energy (spin up / spin down): -8.9 / -8.7 eV
- Spin multiplicity: 1

Atoms and positions in Å:
H -1.403 -1.653 -1.483
O 2.567 1.024 1.086
H 1.016 -0.586 2.023
C -0.870 -0.772 -1.261
H -0.743 -0.045 -2.087
N -0.658 0.129 1.008
S 0.792 -1.391 -1.156
C -1.365 -0.081 -0.041
N 1.456 1.044 0.662
C 0.623 0.075 1.193
O 0.990 1.854 -0.155
H -2.404 0.402 0.210



- What is the formula in the tenth record?
  C3H4N2O2S